[1]
Molecular formula: C6H10CrO5
Method: DFT, ωB97M-V/def2-TZVPD

Geometry as XYZ:
```
22
Properties=species:S:1:pos:R:3:forces:R:3:lowdin_spin:R:1
O -3.223 2.381 -0.170 5.4 -3.5 -3.2 0.00
C -2.417 1.589 -0.520 -7.2 4.9 3.9 0.00
C -2.366 0.115 -0.124 2.5 -3.1 -0.4 0.00
O -1.096 -0.449 -0.160 -1.4 0.3 -0.8 0.00
C -0.480 -0.593 1.099 0.3 0.3 1.4 0.00
C 0.789 -1.396 0.957 -0.1 -0.6 0.2 0.01
O 1.664 -0.852 -0.046 -0.4 -1.4 0.2 0.07
C 1.738 -1.608 -1.263 0.0 -0.7 -0.8 0.02
H -2.829 0.038 0.877 0.0 0.7 -0.3 0.00
H -2.998 -0.426 -0.844 -0.1 0.6 -0.2 0.00
H -1.144 -1.126 1.801 0.3 0.1 -0.2 0.00
H -0.258 0.398 1.536 -0.1 -0.2 -0.2 0.00
H 1.333 -1.387 1.909 -0.2 -0.1 -0.1 0.00
H 0.570 -2.437 0.689 0.1 0.2 0.0 0.00
H 2.418 -1.082 -1.943 -0.1 -0.1 0.1 0.00
H 2.140 -2.606 -1.044 -0.1 0.3 -0.1 0.00
H 0.742 -1.675 -1.714 0.3 0.0 0.1 0.00
O 1.184 2.343 0.887 0.2 0.7 0.2 0.02
C 0.795 2.636 -0.279 -2.3 -0.7 0.1 0.04
O 1.377 2.126 -1.274 0.4 -0.1 0.1 0.00
Cr 2.327 0.943 0.036 0.8 2.1 -0.2 3.83
H -0.265 3.068 -0.412 1.7 0.3 0.1 0.00
```
Forces are in eV/Å.

Values from the calculation:
Highest occupied orbital energy (alpha / beta) ... -17.12 / -19.22 eV
E_LUMO (alpha / beta) ... -11.513 / -11.513 eV
Charge ... +2
Spin multiplicity ... 5

***

[2]
Molecular formula: C6H10F9N4O2S
Method: DFT, ωB97M-V/def2-TZVPD

Geometry as XYZ:
```
32
Properties=species:S:1:pos:R:3:forces:R:3:lowdin_charge:R:1
N -1.498 1.188 1.692 0.5 1.2 -0.2 0.12
C -0.718 0.159 2.160 2.0 -2.8 0.8 -0.16
N 0.545 -0.378 1.523 -3.1 3.4 4.2 0.11
C 1.455 0.712 1.003 1.5 2.5 -0.9 -0.18
C 2.418 0.294 -0.248 0.2 -1.4 0.0 -0.05
C 1.585 -0.123 -1.639 2.7 -2.5 1.8 -0.19
F 2.692 -0.458 -2.611 -4.1 1.3 2.5 0.00
F 0.915 -1.429 -1.279 1.5 4.2 -1.6 -0.01
C 0.563 1.034 -2.153 0.0 2.7 2.9 -0.21
F 1.273 2.357 -1.993 -2.1 -4.6 -0.4 0.01
F -0.669 1.163 -1.288 4.6 -0.6 -2.2 -0.02
S -0.042 0.920 -3.907 -3.8 0.8 -4.6 1.09
F 0.156 -0.771 -4.030 0.3 3.7 0.6 -0.17
F 1.472 1.293 -4.611 -3.2 -1.1 2.1 -0.16
F -0.463 2.612 -3.819 1.2 -3.6 -0.3 -0.19
F -1.655 0.605 -3.308 3.2 0.3 -1.6 -0.21
F -0.703 0.893 -5.498 1.6 0.1 3.5 -0.17
N -1.215 -0.546 3.437 0.6 1.3 -3.5 0.05
C -2.159 -1.678 3.056 -1.3 -0.5 0.4 -0.15
O -1.783 -2.387 1.815 -1.9 3.2 2.1 -0.14
N -0.719 -3.201 2.027 -1.3 -5.2 -1.9 -0.02
O -1.045 -4.258 1.500 2.5 2.9 1.7 0.08
H -2.252 0.992 0.998 0.9 0.1 1.0 0.15
H -1.336 2.210 1.938 0.1 -2.0 -0.7 0.17
H 1.093 -0.876 2.285 -1.3 0.1 -1.3 0.16
H 0.887 1.708 0.685 0.8 -2.4 0.8 0.14
H 2.154 1.038 1.913 -1.4 -0.8 -2.1 0.16
H 2.992 -0.708 0.055 -1.4 2.1 -0.9 0.16
H 3.282 1.080 -0.469 -2.3 -1.4 0.4 0.16
H -1.813 0.160 3.942 0.8 -0.8 -0.9 0.14
H -2.187 -2.429 3.956 0.0 1.5 -1.8 0.16
H -3.225 -1.176 2.868 2.3 -1.6 0.2 0.17
```
Forces are in eV/Å.

Values from the calculation:
Highest occupied orbital energy ... -14.28 eV
E_LUMO ... -6.158 eV
Charge ... +1
Spin multiplicity ... 1
Structure (SMILES) ... N/C(NCCC(F)(F)C(F)(F)S(F)(F)(F)(F)F)=[NH+]\CON=O

***

[3]
Molecular formula: C6H10FN
Method: DFT, ωB97M-V/def2-TZVPD

Geometry as XYZ:
```
18
Properties=species:S:1:pos:R:3:forces:R:3:lowdin_charge:R:1
C 0.951 0.563 1.216 0.2 0.1 -0.1 -0.25
C 0.227 -0.364 0.256 0.3 -0.1 -0.2 -0.20
C 0.838 -1.436 -0.232 -0.4 0.1 0.0 -0.09
C -1.170 0.031 -0.077 -0.2 -0.5 0.6 -0.27
C -1.772 -0.204 -1.429 -0.4 -0.3 -0.3 -0.12
C -1.427 1.187 -1.001 -0.3 0.7 0.4 -0.11
H 2.332 -0.671 2.077 0.2 0.3 -0.2 0.07
H 2.914 0.210 0.803 0.2 -0.1 0.0 0.06
H 0.963 1.568 0.781 -0.1 -0.1 0.0 0.12
H 0.349 0.643 2.120 -0.1 0.0 0.1 0.12
H 1.848 -1.743 -0.026 0.2 0.0 0.1 0.11
H -1.855 -0.065 0.777 0.2 0.1 -0.4 0.15
H -1.168 -0.680 -2.192 0.0 0.1 0.1 0.10
H -2.822 -0.508 -1.475 0.4 0.3 0.1 0.11
H -0.540 1.648 -1.419 -0.1 0.0 -0.1 0.10
H -2.223 1.893 -0.717 0.4 -0.4 -0.3 0.11
N 2.317 0.241 1.617 -0.4 -0.3 0.2 -0.01
F 0.239 -2.312 -1.078 0.0 0.1 0.1 0.00
```
Forces are in eV/Å.

Values from the calculation:
Highest occupied orbital energy ... -9.30 eV
E_LUMO ... 1.024 eV
Spin multiplicity ... 1
Structure (SMILES) ... NC/C(=C/F)C1CC1
Energy above the lowest of the compared OMol25 structures with the same formula, charge and spin ... 84.7 kJ/mol

***

| no. | calculated total energy (Eh) |
| --- | --- |
| 1 | -1654.51787 |
| 2 | -1900.41150 |
| 3 | -389.18239 |